C38H40BrN3O3S2SiTc as an isolated structure at a distorted geometry. Source: the Open Molecules 2025 dataset; level of theory: ωB97M-V/def2-TZVPD.

Computed properties:
- Multiplicity: 2
- Net charge: +2
- ⟨S²⟩: 0.758
- HOMO (alpha / beta): -12.80 / -12.80 eV
- Calculated total energy: -152440.11306 eV
- F_max: 0.093 hartree/bohr

Element x y z (Å)
Tc  -0.47  0.14  0.19
Br  2.07  -1.96  1.42
S  -0.80  -1.39  -2.30
S  -1.79  -2.98  1.86
Si  -3.54  -1.97  -4.23
O  -0.45  1.33  -1.13
O  -1.08  1.90  -3.84
O  -0.55  -0.69  1.57
N  1.51  2.19  -0.40
N  1.56  1.05  0.31
N  -2.36  -0.45  -0.48
C  -1.88  -6.42  3.07
C  0.25  1.71  -3.93
C  2.48  1.60  -3.02
C  3.93  -0.37  2.74
C  0.53  2.21  -1.48
C  -3.52  -0.25  0.15
C  -3.46  -7.77  1.86
C  -4.00  1.10  4.35
C  1.12  1.84  -2.84
C  6.56  2.51  4.41
C  -2.36  -1.03  -1.71
C  -1.90  -2.56  3.63
C  -3.98  -1.16  3.52
C  -2.75  -7.50  3.02
C  2.98  1.25  -4.26
C  -3.27  -7.00  0.72
C  4.76  0.67  3.29
C  5.88  0.24  4.04
C  5.45  2.95  3.70
C  0.77  1.36  -5.18
C  -4.66  0.02  3.78
C  -3.54  -1.33  -2.41
C  -2.39  -5.94  0.76
C  2.12  1.12  -5.34
C  6.76  1.14  4.59
C  -2.36  -0.91  -5.29
C  -2.63  -1.27  3.83
C  -5.31  -1.82  -4.89
C  2.95  -0.31  1.80
C  -1.96  -0.18  4.37
C  -1.69  -5.64  1.94
C  -0.75  -4.48  1.94
C  4.55  2.05  3.16
C  -2.64  1.00  4.63
C  2.64  0.81  0.99
C  -4.73  -1.08  -1.74
C  -4.73  -0.56  -0.44
C  -2.92  -3.78  -4.26
H  -5.67  -1.28  -2.22
H  -5.71  0.10  3.55
H  -2.30  0.11  -4.93
H  4.13  -1.36  3.16
H  7.60  0.79  5.17
H  2.51  0.84  -6.31
H  -3.00  -4.17  -5.27
H  -5.30  -1.92  -5.98
H  -3.80  -7.23  -0.19
H  -2.42  -3.38  4.11
H  3.16  1.68  -2.19
H  3.66  2.45  2.70
H  -3.52  -4.42  -3.61
H  -1.33  -6.22  3.98
H  -1.36  -1.33  -5.30
H  2.37  2.71  -0.54
H  -1.36  2.04  -2.93
H  3.45  1.54  0.93
H  -1.88  -3.85  -3.95
H  -0.13  -4.43  2.84
H  5.27  4.01  3.60
H  -0.91  -0.25  4.59
H  -4.18  -8.58  1.85
H  -0.87  -2.49  4.00
H  6.04  -0.82  4.17
H  -5.78  -0.86  -4.67
H  0.13  3.25  -1.51
H  -2.71  -0.89  -6.32
H  -3.47  0.18  1.14
H  -2.12  1.83  5.06
H  -0.11  -4.46  1.06
H  -2.22  -5.32  -0.11
H  7.25  3.22  4.84
H  -4.50  -2.00  3.08
H  -2.88  -8.13  3.89
H  4.04  1.10  -4.38
H  -5.97  -2.60  -4.52
H  -4.53  2.00  4.58
H  0.08  1.29  -6.01
H  -5.65  -0.37  0.08

Want to see where the charge sits? The Löwdin charges in e are: atom 1 (Tc): 1.5711, atom 2 (Br): 0.8040, atom 3 (S): 0.8125, atom 4 (S): 1.1542, atom 5 (Si): 0.5899, atom 6 (O): -0.3822, atom 7 (O): 0.0611, atom 8 (O): -0.5675, atom 9 (N): -0.0040, atom 10 (N): -0.0817, atom 11 (N): -0.1602, atom 12 (C): -0.0260, atom 13 (C): -0.2838, atom 14 (C): -0.0359, atom 15 (C): -0.0764, atom 16 (C): -0.3519, atom 17 (C): -0.1264, atom 18 (C): -0.0325, atom 19 (C): -0.0574, atom 20 (C): -0.1080, atom 21 (C): -0.0430, atom 22 (C): -0.7476, atom 23 (C): -0.3310, atom 24 (C): -0.0666, atom 25 (C): -0.0377, atom 26 (C): -0.0688, atom 27 (C): -0.0440, atom 28 (C): -0.2107, atom 29 (C): -0.0185, atom 30 (C): -0.0604, atom 31 (C): 0.0061, atom 32 (C): -0.0692, atom 33 (C): -0.2208, atom 34 (C): -0.0422, atom 35 (C): -0.0524, atom 36 (C): -0.0510, atom 37 (C): -0.1778, atom 38 (C): -0.3281, atom 39 (C): -0.1701, atom 40 (C): -0.6104, atom 41 (C): -0.0507, atom 42 (C): -0.3043, atom 43 (C): -0.3518, atom 44 (C): -0.0357, atom 45 (C): -0.0557, atom 46 (C): -0.1624, atom 47 (C): -0.0386, atom 48 (C): -0.0272, atom 49 (C): -0.1683, atom 50 (H): 0.1102, atom 51 (H): 0.1145, atom 52 (H): 0.0119, atom 53 (H): 0.1021, atom 54 (H): 0.1164, atom 55 (H): 0.1168, atom 56 (H): 0.0367, atom 57 (H): 0.0379, atom 58 (H): 0.1179, atom 59 (H): 0.1171, atom 60 (H): 0.1021, atom 61 (H): 0.0990, atom 62 (H): 0.0237, atom 63 (H): 0.1229, atom 64 (H): 0.0185, atom 65 (H): 0.1528, atom 66 (H): 0.0947, atom 67 (H): 0.1321, atom 68 (H): 0.0107, atom 69 (H): 0.0971, atom 70 (H): 0.1126, atom 71 (H): 0.1180, atom 72 (H): 0.1199, atom 73 (H): 0.1047, atom 74 (H): 0.1168, atom 75 (H): 0.0341, atom 76 (H): 0.1786, atom 77 (H): 0.0388, atom 78 (H): 0.1050, atom 79 (H): 0.1137, atom 80 (H): 0.0902, atom 81 (H): 0.1166, atom 82 (H): 0.1159, atom 83 (H): 0.1191, atom 84 (H): 0.1200, atom 85 (H): 0.1097, atom 86 (H): 0.0341, atom 87 (H): 0.1152, atom 88 (H): 0.1250, atom 89 (H): 0.1171